The following is a DFT calculation (the ωB97M-V functional and the def2-TZVPD basis) of C5H7N as an isolated structure.

Values from the calculation:
Gap between HOMO and LUMO (alpha / beta) (eV): 7.2 / 7.5
Highest occupied orbital energy (alpha / beta) (eV): -6.692 / -6.780

```
! RIJCOSX wB97M-V def2-TZVPD def2/J DEFGRID3
* xyz 0 1
C -0.15 0.19 -1.40
C -0.01 -1.01 -0.51
C 0.87 -0.89 0.62
C 0.27 0.10 1.42
N -0.07 1.33 0.81
C -0.83 0.51 -0.09
H -0.84 0.07 -2.24
H 0.77 0.73 -1.66
H -0.47 -1.96 -0.80
H 1.55 -1.65 0.98
H 0.11 0.01 2.50
H 0.69 1.90 0.46
H -1.91 0.67 -0.09
*
```

***

The following is a DFT calculation (the ωB97M-V functional and the def2-TZVPD basis) of a 2-piece molecular cluster, C5H7N overall.

Values from the calculation:
Gap between HOMO and LUMO (eV): 8.6
Highest occupied orbital energy (eV): -7.693

```
! RIJCOSX wB97M-V def2-TZVPD def2/J DEFGRID3
* xyz 0 1
C 1.64 0.42 -0.17
C 3.61 -0.84 0.56
C -1.98 -1.23 -0.23
C -2.11 -0.11 0.12
C -2.09 1.32 0.46
N 2.48 -0.34 0.19
H 4.03 -1.76 0.18
H 4.05 -0.35 1.33
H -1.89 -2.20 -0.84
H 0.59 0.45 -0.07
H -1.71 1.73 -0.53
H -1.32 1.50 1.12
H -3.06 1.63 0.78
*
```

***

The following is a DFT calculation (the ωB97M-V functional and the def2-TZVPD basis) of one molecule with the formula C5H7N.

Values from the calculation:
Gap between HOMO and LUMO (eV): 12.0
Highest occupied orbital energy (eV): -10.997

```
! RIJCOSX wB97M-V def2-TZVPD def2/J DEFGRID3
* xyz 0 1
N 2.63 -0.62 1.46
C 2.04 -0.26 0.53
C 1.16 0.20 -0.55
C -0.18 0.53 0.05
C -1.00 -0.53 0.73
C -1.45 0.12 -0.61
H 1.07 -0.60 -1.31
H 1.61 1.07 -1.05
H -0.23 1.50 0.54
H -1.39 -0.27 1.72
H -0.70 -1.58 0.74
H -1.33 -0.43 -1.55
H -2.24 0.86 -0.70
*
```

***

The following is a DFT calculation (the ωB97M-V functional and the def2-TZVPD basis) of one molecule with the formula C5H7N.

Values from the calculation:
Gap between HOMO and LUMO (eV): 10.8
Highest occupied orbital energy (eV): -9.730

```
! RIJCOSX wB97M-V def2-TZVPD def2/J DEFGRID3
* xyz 0 1
C -1.65 0.84 1.12
C -2.04 -0.25 1.61
C -0.44 -0.54 0.89
N 0.51 0.35 0.21
C 0.34 0.45 -1.24
C 1.45 -0.34 -0.65
H -1.39 1.81 0.76
H 0.06 -0.91 1.78
H -0.74 -1.37 0.23
H 0.54 1.43 -1.66
H -0.48 -0.10 -1.69
H 2.47 0.04 -0.63
H 1.37 -1.43 -0.72
*
```

***

The following is a DFT calculation (the ωB97M-V functional and the def2-TZVPD basis) of one molecule with the formula C5H7N.

Values from the calculation:
Gap between HOMO and LUMO (eV): 9.9
Highest occupied orbital energy (eV): -8.962

```
! RIJCOSX wB97M-V def2-TZVPD def2/J DEFGRID3
* xyz 0 1
C -2.73 0.15 0.15
C -1.36 -0.15 0.43
C -0.19 -0.37 0.22
C 1.01 -0.18 -0.54
C 2.17 0.40 0.17
N 2.20 -0.99 -0.27
H -2.14 0.90 -0.50
H -3.35 0.81 0.76
H -3.33 -0.73 -0.19
H 0.88 0.07 -1.60
H 2.04 0.62 1.23
H 2.83 1.07 -0.37
H 1.97 -1.59 0.51
*
```

***

The following is a DFT calculation (the ωB97M-V functional and the def2-TZVPD basis) of one molecule with the formula C5H7N.

Values from the calculation:
Gap between HOMO and LUMO (eV): 9.1
Highest occupied orbital energy (eV): -8.068

```
! RIJCOSX wB97M-V def2-TZVPD def2/J DEFGRID3
* xyz 0 1
C 1.94 0.02 0.09
C 0.49 -0.03 -0.15
C -0.35 1.02 0.32
C -1.63 0.58 0.25
N -1.61 -0.70 -0.24
C -0.31 -1.09 -0.46
H 1.60 0.53 1.28
H 2.44 -0.93 -0.34
H 2.52 0.83 -0.37
H -0.05 2.06 0.42
H -2.57 1.05 0.48
H -2.41 -1.26 -0.44
H -0.07 -2.08 -0.84
*
```

***

The following is a DFT calculation (the ωB97M-V functional and the def2-TZVPD basis) of a 2-piece molecular cluster, C5H7N overall.

Values from the calculation:
Gap between HOMO and LUMO (eV): 9.6
Highest occupied orbital energy (eV): -8.575

```
! RIJCOSX wB97M-V def2-TZVPD def2/J DEFGRID3
* xyz 0 1
C -1.13 1.01 1.48
C -0.12 0.02 0.84
C -0.24 0.46 -0.38
N -0.69 0.93 -1.41
H -0.86 2.07 1.31
H -2.16 0.89 1.10
H -1.10 0.80 2.54
H 0.80 -0.28 1.34
H -0.80 1.94 -1.42
C 1.81 -2.39 -0.99
C 1.38 -1.51 -1.70
H 2.18 -3.17 -0.37
H 0.96 -0.72 -2.28
*
```

***

The following is a DFT calculation (the ωB97M-V functional and the def2-TZVPD basis) of one molecule with the formula C5H7N.

Values from the calculation:
Gap between HOMO and LUMO (alpha / beta) (eV): 7.9 / 7.8
Highest occupied orbital energy (alpha / beta) (eV): -8.097 / -8.285

```
! RIJCOSX wB97M-V def2-TZVPD def2/J DEFGRID3
* xyz 0 1
C -1.66 -0.98 0.26
C -0.63 -0.05 -0.26
C -0.64 1.28 -0.42
N 0.38 2.02 -0.43
C 1.38 1.04 0.20
C 0.87 -0.33 -0.41
H -1.23 -1.66 1.00
H -2.48 -0.42 0.73
H -2.08 -1.59 -0.55
H 1.30 0.99 1.30
H 2.39 1.35 -0.09
H 1.17 -1.24 0.13
H 1.22 -0.42 -1.45
*
```

***

The following is a DFT calculation (the ωB97M-V functional and the def2-TZVPD basis) of C5H7N as an isolated structure.

Values from the calculation:
Gap between HOMO and LUMO (eV): 9.3
Highest occupied orbital energy (eV): -8.265

```
! RIJCOSX wB97M-V def2-TZVPD def2/J DEFGRID3
* xyz 0 1
C -2.54 -0.56 0.40
C -1.74 -0.84 -0.60
C -1.15 -0.13 0.55
C 1.41 0.60 -0.75
C 1.48 0.32 0.71
N -0.25 0.27 1.35
H -3.45 -0.64 1.02
H -1.67 -1.39 -1.47
H 0.94 -0.12 -1.38
H 0.88 1.47 -0.85
H 2.40 0.59 -1.08
H 1.85 1.07 1.32
H 1.85 -0.64 0.76
*
```

***

The following is a DFT calculation (the ωB97M-V functional and the def2-TZVPD basis) of one molecule with the formula C5H7N.

Values from the calculation:
Gap between HOMO and LUMO (eV): 6.9
Highest occupied orbital energy (eV): -7.768

```
! RIJCOSX wB97M-V def2-TZVPD def2/J DEFGRID3
* xyz 0 1
C 0.01 1.75 -0.49
C 0.08 0.87 0.85
N 0.91 -1.23 0.89
C 0.06 -0.51 0.23
C 0.94 0.79 -0.42
C -1.23 -0.88 -0.48
H 0.46 2.65 -0.87
H 0.59 0.99 1.79
H 0.86 -2.21 0.60
H 1.98 0.70 -0.20
H -2.08 -0.87 0.20
H -1.24 -1.92 -0.82
H -1.34 -0.13 -1.26
*
```

***

The following is a DFT calculation (the ωB97M-V functional and the def2-TZVPD basis) of C5H7N2 as an isolated structure.

Values from the calculation:
Gap between HOMO and LUMO (eV): 8.9
Highest occupied orbital energy (eV): -14.233

```
! RIJCOSX wB97M-V def2-TZVPD def2/J DEFGRID3
* xyz 1 1
C -2.98 -0.23 0.79
C -1.83 0.11 0.60
C 1.58 -0.90 0.76
C 1.86 0.27 0.13
C -0.42 -0.06 0.59
N 0.26 -1.06 0.96
N 0.52 0.98 0.00
H -4.06 -0.11 0.55
H 2.15 -1.77 0.97
H 2.82 0.68 -0.13
H -0.49 -0.18 -2.44
H -0.32 -0.84 -2.01
H 0.43 1.92 0.32
H 0.48 1.20 -1.10
*
```

***

The following is a DFT calculation (the ωB97M-V functional and the def2-TZVPD basis) of an isolated ion of composition C5H7N2 and charge +1.

Values from the calculation:
Gap between HOMO and LUMO (alpha / beta) (eV): 6.9 / 7.5
Highest occupied orbital energy (alpha / beta) (eV): -12.789 / -12.932

```
! RIJCOSX wB97M-V def2-TZVPD def2/J DEFGRID3
* xyz 1 1
C 1.06 -1.31 1.17
C 0.52 -0.53 0.10
N 0.99 -0.33 -1.17
C 0.19 0.65 -1.83
C -0.88 0.91 -1.03
N -0.67 0.28 0.21
C -1.22 0.54 1.37
H 0.50 -1.21 2.15
H 1.91 -1.94 0.81
H 1.97 -0.65 -1.33
H 0.50 0.94 -2.81
H -1.57 1.67 -1.21
H -0.96 0.08 2.24
H -2.35 0.89 1.33
*
```

***

The following is a DFT calculation (the ωB97M-V functional and the def2-TZVPD basis) of an isolated ion of composition C5H7N2OS and charge +1.

Values from the calculation:
Gap between HOMO and LUMO (eV): 10.2
Highest occupied orbital energy (eV): -14.184

```
! RIJCOSX wB97M-V def2-TZVPD def2/J DEFGRID3
* xyz 1 1
C -2.31 -0.15 -0.05
C -0.33 0.95 0.10
C -1.19 -1.15 -0.01
C 1.43 -0.63 0.23
C 2.13 0.63 -0.26
N -1.64 1.15 0.04
N 0.06 -0.34 0.18
O -3.47 -0.17 -0.03
S 1.01 2.05 0.12
H -1.36 -1.90 0.76
H -1.09 -1.73 -0.97
H 1.66 -1.40 -0.45
H 1.88 -1.01 1.23
H 3.00 0.80 0.27
H 2.29 0.81 -1.34
H -2.07 2.08 0.19
*
```

***

The following is a DFT calculation (the ωB97M-V functional and the def2-TZVPD basis) of C5H7N2P as an isolated structure.

Values from the calculation:
Gap between HOMO and LUMO (eV): 8.4
Highest occupied orbital energy (eV): -8.246

```
! RIJCOSX wB97M-V def2-TZVPD def2/J DEFGRID3
* xyz 0 1
C 1.43 2.05 -0.05
C -0.45 1.31 -1.31
C 0.42 -1.91 -0.34
C -0.67 0.18 1.33
C 0.07 2.04 -0.31
N 2.57 2.07 0.04
N -0.86 0.20 -1.57
P -0.89 -0.75 -0.10
H 0.75 -2.44 0.55
H 1.29 -1.30 -0.67
H 0.30 -2.59 -1.17
H 0.01 -0.49 1.85
H -1.53 0.33 1.96
H -0.48 2.70 0.18
H -1.95 -1.41 -0.41
*
```

***

The following is a DFT calculation (the ωB97M-V functional and the def2-TZVPD basis) of an isolated ion of composition C5H7N2S and charge +1.

Values from the calculation:
Gap between HOMO and LUMO (alpha / beta) (eV): 8.0 / 8.0
Highest occupied orbital energy (alpha / beta) (eV): -13.445 / -13.445

```
! RIJCOSX wB97M-V def2-TZVPD def2/J DEFGRID3
* xyz 1 1
C 1.86 -1.34 -0.38
N 0.83 -0.29 -0.16
C 0.98 1.09 -0.03
C -0.21 1.64 0.19
N -1.16 0.56 0.25
C -2.54 0.63 0.33
S -3.40 -0.54 -0.59
C -0.43 -0.53 -0.02
H 1.59 -2.42 -0.39
H 2.62 -1.26 -1.17
H 2.31 -1.51 0.59
H 1.98 1.52 0.10
H -0.51 2.65 0.37
H -2.95 1.19 1.18
H -0.96 -1.41 -0.27
*
```

***

The following is a DFT calculation (the ωB97M-V functional and the def2-TZVPD basis) of an isolated ion of composition C5H7N2S and charge +1.

Values from the calculation:
Gap between HOMO and LUMO (eV): 9.4
Highest occupied orbital energy (eV): -13.575

```
! RIJCOSX wB97M-V def2-TZVPD def2/J DEFGRID3
* xyz 1 1
S -0.90 -2.90 0.21
N 0.50 -1.96 -0.30
C 0.39 -0.48 0.03
C -0.86 0.20 -0.46
C -1.06 1.69 -0.18
C 0.15 2.28 0.55
C 1.29 1.38 0.94
N 1.50 -0.01 0.75
H -1.64 -3.02 -0.98
H 0.51 -1.99 -1.35
H 1.40 -2.36 0.00
H -1.65 -0.38 -1.02
H -1.97 2.29 -0.49
H 0.18 3.38 0.81
H 2.16 1.89 1.50
*
```

***

The following is a DFT calculation (the ωB97M-V functional and the def2-TZVPD basis) of one molecule with the formula C5H7N3.

Values from the calculation:
Gap between HOMO and LUMO (eV): 10.1
Highest occupied orbital energy (eV): -9.314

```
! RIJCOSX wB97M-V def2-TZVPD def2/J DEFGRID3
* xyz 0 1
C 2.26 0.50 0.99
C 0.86 0.02 0.84
N 0.11 -0.24 1.98
N -1.15 -0.49 1.71
N -1.22 -0.33 0.39
C -0.03 -0.01 -0.19
C -0.63 -0.06 -1.60
C -1.98 -0.39 -0.89
H 2.58 0.32 2.03
H 2.28 1.57 0.82
H 3.05 0.01 0.39
H -0.66 0.90 -2.15
H -0.28 -0.89 -2.23
H -2.43 -1.33 -1.15
H -2.76 0.41 -0.93
*
```

***

The following is a DFT calculation (the ωB97M-V functional and the def2-TZVPD basis) of one molecule with the formula C5H7N3.

Values from the calculation:
Gap between HOMO and LUMO (eV): 8.9
Highest occupied orbital energy (eV): -8.496

```
! RIJCOSX wB97M-V def2-TZVPD def2/J DEFGRID3
* xyz 0 1
C -0.42 2.02 1.20
N 0.00 2.42 -0.07
N 0.17 1.63 -1.02
C 0.11 0.16 -0.68
C -0.32 -0.63 0.44
C -0.04 -1.99 0.12
C 0.64 -2.02 -1.13
N 0.64 -0.63 -1.57
H -1.40 1.40 1.27
H -0.65 2.87 1.95
H 0.35 1.40 1.68
H -0.85 -0.57 1.36
H -0.40 -2.91 0.54
H 0.84 -2.87 -1.86
H 1.34 -0.27 -2.24
*
```

***

The following is a DFT calculation (the ωB97M-V functional and the def2-TZVPD basis) of one molecule with the formula C5H7N3.

Values from the calculation:
Gap between HOMO and LUMO (eV): 9.2
Highest occupied orbital energy (eV): -8.611

```
! RIJCOSX wB97M-V def2-TZVPD def2/J DEFGRID3
* xyz 0 1
C 2.43 0.82 0.01
N 2.21 -0.62 0.00
N 1.07 -1.09 0.01
C -0.09 -0.30 -0.04
C -0.48 1.05 -0.02
C -1.89 1.07 0.04
C -2.37 -0.22 0.01
N -1.28 -1.03 0.00
H 1.94 1.30 -0.84
H 3.50 0.99 -0.03
H 1.99 1.25 0.95
H 0.13 1.91 -0.07
H -2.52 1.94 -0.04
H -3.35 -0.64 -0.01
H -1.28 -2.05 0.01
*
```

***

The following is a DFT calculation (the ωB97M-V functional and the def2-TZVPD basis) of one molecule with the formula C5H7N3.

Values from the calculation:
Gap between HOMO and LUMO (eV): 7.9
Highest occupied orbital energy (eV): -7.150

```
! RIJCOSX wB97M-V def2-TZVPD def2/J DEFGRID3
* xyz 0 1
C 1.29 1.68 0.15
C 0.22 0.89 0.08
C -1.16 1.27 -0.05
N -2.18 0.48 -0.06
C -1.98 -0.85 0.04
C -0.73 -1.40 0.09
N 0.37 -0.63 0.09
N 1.67 -1.12 0.06
H 2.29 1.30 0.28
H 1.17 2.74 0.11
H -1.37 2.33 -0.16
H -2.86 -1.46 0.06
H -0.58 -2.47 0.13
H 2.19 -0.65 -0.69
H 1.66 -2.12 -0.12
*
```